# 1
Density functional theory data (wB97M-V/def2-TZVPD) for C32H39MoN4O2P2 as an isolated structure at a distorted geometry.

Element x y z (Å)
Mo1 0.37 0.62 -0.85
C1 -0.81 3.67 -3.95
C2 -0.43 3.14 -2.59
O1 0.03 1.97 -2.48
C3 -0.58 3.97 -1.35
C4 -0.88 5.35 -1.48
C5 -0.99 6.09 -0.33
C6 -0.91 5.55 0.95
C7 -0.71 4.17 1.14
C8 -0.46 3.42 -0.03
O2 -0.15 2.05 0.18
H1 -0.86 2.92 -4.77
H2 -0.08 4.45 -4.26
H3 -1.80 4.17 -3.88
H4 -0.92 5.84 -2.42
H5 -1.18 7.16 -0.30
H6 -0.93 6.20 1.83
H7 -0.70 3.80 2.11
C9 0.91 0.45 2.65
P1 1.18 -0.68 1.26
C10 -0.09 -1.93 1.55
N1 0.17 -2.76 2.59
C11 -0.83 -3.62 3.02
C12 -0.67 -4.39 4.15
C13 -1.73 -5.09 4.66
C14 -3.02 -5.17 3.98
C15 -3.18 -4.45 2.82
C16 -2.11 -3.69 2.35
N2 -2.25 -2.88 1.27
C17 -1.32 -2.04 0.90
P2 -1.63 -0.91 -0.48
C18 -1.56 -1.92 -1.93
C19 -3.27 -0.02 -0.40
C20 -4.35 -1.01 -0.75
C21 -3.12 1.18 -1.32
C22 -3.39 0.48 1.12
C23 2.92 -1.26 1.39
C24 3.30 -1.67 2.86
C25 3.05 -2.44 0.45
C26 3.81 -0.11 1.02
H8 0.94 -0.02 3.66
H9 -0.05 0.97 2.64
H10 1.74 1.22 2.66
H11 0.30 -4.33 4.68
H12 -1.62 -5.52 5.66
H13 -3.82 -5.84 4.33
H14 -4.13 -4.55 2.30
H15 -2.19 -2.79 -1.73
H16 -0.53 -2.22 -2.16
H17 -2.02 -1.39 -2.83
H18 -4.25 -1.50 -1.71
H19 -5.32 -0.51 -0.74
H20 -4.45 -1.74 0.01
H21 -2.95 0.72 -2.30
H22 -2.37 1.83 -0.93
H23 -4.06 1.76 -1.47
H24 -3.25 -0.28 1.90
H25 -4.39 0.99 1.10
H26 -2.74 1.30 1.24
H27 2.57 -2.44 3.32
H28 3.38 -0.82 3.52
H29 4.32 -2.09 2.79
H30 2.37 -3.29 0.64
H31 4.02 -2.90 0.44
H32 2.91 -2.06 -0.60
H33 3.56 0.73 1.62
H34 3.69 0.15 -0.01
H35 4.85 -0.52 1.22
N3 6.20 0.43 -5.54
C27 5.31 0.37 -4.81
C28 4.17 0.34 -3.89
C29 3.91 1.46 -3.13
C30 2.87 1.50 -2.26
N4 2.10 0.42 -2.06
C31 2.33 -0.67 -2.78
C32 3.33 -0.77 -3.76
H36 4.51 2.37 -3.32
H37 2.58 2.33 -1.62
H38 1.76 -1.56 -2.53
H39 3.58 -1.69 -4.20

Gap between HOMO and LUMO (spin up / spin down): 6.1 / 6.0 eV
HOMO (spin up / spin down): -16.5 / -16.5 eV
Electronic energy: -2362.21944 hartree
Spin multiplicity: 3
Charge: +3
Relative energy (zero: lowest compared OMol25 entry of this formula, charge and spin): 0.0 kcal/mol

# 2
Density functional theory data (wB97M-V/def2-TZVPD) for C32H39N4OSTa as an isolated structure at a distorted geometry.

Element x y z (Å)
Ta1 -0.03 0.31 -0.62
C1 0.60 0.92 -2.97
C2 -0.92 0.93 -2.89
C3 -1.66 2.04 -3.32
C4 -3.03 1.92 -3.50
C5 -3.67 0.71 -3.24
C6 -3.00 -0.43 -2.77
C7 -3.75 -1.68 -2.43
C8 -1.61 -0.29 -2.63
N1 -0.75 -1.18 -1.92
C9 -0.41 -2.42 -1.96
C10 -0.87 -3.42 -2.92
C11 0.56 -2.72 -0.82
C12 1.07 -4.09 -0.65
N2 0.86 -1.70 -0.09
C13 1.81 -1.83 1.00
C14 3.17 -1.90 0.70
C15 3.75 -1.89 -0.69
C16 4.03 -2.01 1.79
C17 3.54 -2.05 3.08
C18 2.17 -1.97 3.32
C19 1.28 -1.86 2.29
C20 -0.21 -1.78 2.54
H1 0.96 1.88 -3.35
H2 1.00 0.11 -3.58
H3 1.20 0.87 -2.02
H4 -1.16 2.97 -3.57
H5 -3.60 2.76 -3.86
H6 -4.74 0.64 -3.40
H7 -4.73 -1.44 -2.04
H8 -3.23 -2.29 -1.70
H9 -3.90 -2.28 -3.34
H10 -1.39 -2.97 -3.76
H11 -1.53 -4.14 -2.43
H12 -0.01 -4.00 -3.28
H13 0.23 -4.80 -0.70
H14 1.61 -4.21 0.28
H15 1.73 -4.35 -1.48
H16 3.02 -1.67 -1.47
H17 4.20 -2.85 -0.92
H18 4.56 -1.16 -0.76
H19 5.09 -2.08 1.59
H20 4.23 -2.15 3.91
H21 1.79 -2.02 4.33
H22 -0.43 -1.78 3.60
H23 -0.74 -2.62 2.09
H24 -0.64 -0.85 2.13
C21 0.32 5.95 1.35
C22 0.92 4.99 2.37
N3 1.49 3.78 1.70
C23 2.94 3.88 1.39
C24 3.79 3.46 2.57
C25 0.74 2.76 1.45
S1 1.60 1.27 0.83
N4 -0.55 2.78 1.83
C26 -1.53 2.04 1.48
O1 -1.32 1.09 0.45
C27 -2.85 2.09 1.99
C28 -3.86 1.22 1.53
C29 -5.12 1.29 2.08
C30 -5.39 2.22 3.09
C31 -4.40 3.09 3.55
C32 -3.14 3.03 3.01
H25 -0.03 6.84 1.87
H26 -0.53 5.50 0.84
H27 1.06 6.26 0.61
H28 0.19 4.66 3.10
H29 1.75 5.45 2.90
H30 3.11 4.93 1.13
H31 3.15 3.29 0.50
H32 3.57 4.05 3.46
H33 4.84 3.61 2.32
H34 3.64 2.40 2.82
H35 -3.65 0.51 0.75
H36 -5.91 0.63 1.74
H37 -6.38 2.28 3.51
H38 -4.63 3.80 4.33
H39 -2.36 3.69 3.36

Gap between HOMO and LUMO: 4.7 eV
HOMO: -19.3 eV
Electronic energy: -1990.79718 hartree
Charge: +4

# 3
Density functional theory data (wB97M-V/def2-TZVPD) for C32H39N5O3Re as an isolated structure at a distorted geometry.

Element x y z (Å)
Re1 8.97 12.22 11.27
C1 13.06 13.38 17.08
C2 12.01 13.12 16.05
C3 10.68 13.08 16.42
C4 9.68 12.98 15.47
C5 8.35 13.08 16.00
N1 7.32 13.67 15.45
C6 7.47 14.54 14.30
C7 6.37 15.59 14.23
C8 6.38 16.29 12.89
N2 7.64 17.06 12.71
C9 8.38 17.14 11.65
C10 8.15 16.40 10.37
C11 7.89 17.20 9.31
C12 7.77 16.78 7.98
C13 7.41 17.69 6.83
C14 7.98 15.42 7.79
C15 8.30 14.54 8.83
C16 8.80 13.22 8.43
N3 9.18 12.27 9.20
C17 9.93 11.20 8.50
C18 11.28 10.94 9.20
C19 11.83 12.15 10.04
N4 11.05 12.31 11.30
C20 11.76 12.50 12.36
C21 11.28 12.71 13.71
C22 12.26 12.95 14.71
C23 9.95 12.71 14.08
O1 8.97 12.46 13.23
C24 8.39 15.02 10.16
O2 8.71 14.23 11.20
H1 12.98 14.44 17.39
H2 14.10 13.19 16.78
H3 12.80 12.84 17.99
H4 10.50 13.21 17.47
H5 8.20 12.82 17.04
H6 6.49 13.78 16.02
H7 7.47 13.95 13.36
H8 8.44 15.03 14.39
H9 6.47 16.31 15.05
H10 5.39 15.14 14.40
H11 5.55 17.00 12.83
H12 6.25 15.69 11.97
H13 7.83 17.71 13.46
H14 9.22 17.87 11.73
H15 7.86 18.25 9.50
H16 6.34 17.71 6.70
H17 7.79 17.33 5.85
H18 7.76 18.73 6.92
H19 7.97 15.06 6.75
H20 8.96 13.09 7.36
H21 10.07 11.52 7.45
H22 9.36 10.30 8.39
H23 11.96 10.63 8.41
H24 11.18 10.04 9.83
H25 11.80 13.09 9.46
H26 12.88 12.00 10.30
H27 12.85 12.50 12.25
H28 13.30 13.00 14.44
O3 6.91 12.23 11.36
C25 6.02 11.10 11.78
C26 5.85 10.14 10.62
C27 7.15 9.86 9.83
C28 8.18 9.31 10.77
C29 8.25 7.95 10.91
C30 9.18 7.41 11.77
C31 10.03 8.26 12.46
C32 9.89 9.60 12.35
N5 8.98 10.13 11.50
H29 6.48 12.90 10.82
H30 5.08 11.50 12.14
H31 6.52 10.67 12.63
H32 5.14 10.49 9.87
H33 5.44 9.23 11.03
H34 7.50 10.73 9.28
H35 6.97 9.08 9.06
H36 7.57 7.30 10.38
H37 9.30 6.34 11.91
H38 10.82 7.88 13.11
H39 10.49 10.30 12.87

Gap between HOMO and LUMO (spin up / spin down): 7.6 / 6.6 eV
HOMO (spin up / spin down): -18.9 / -19.0 eV
Electronic energy: -1819.22443 hartree
Spin multiplicity: 4
Charge: +4
Relative energy (zero: lowest compared OMol25 entry of this formula, charge and spin): 0.0 kcal/mol